# 1
{"formula": "C5H12BiFO2", "method": "ωB97M-V/def2-TZVPD", "symbols": ["F", "C", "O", "C", "C", "H", "H", "H", "H", "H", "H", "H", "Bi", "C", "O", "C", "H", "H", "H", "H", "H"], "coordinates": [[0.5283, 2.4541, -0.9779], [-0.2861, -1.0206, 1.7388], [-0.1487, -0.0810, 0.6331], [-0.1006, 1.3179, 1.0558], [0.9163, 2.1362, 0.3186], [-0.3741, -2.0200, 1.3084], [0.6305, -0.9334, 2.3280], [-1.1927, -0.7752, 2.3033], [0.1818, 1.2852, 2.1131], [-1.1127, 1.7336, 0.9599], [1.8966, 1.6520, 0.2465], [1.0987, 3.0597, 0.8815], [3.6010, -0.6244, 0.5650], [-0.2494, -1.5673, -2.3815], [-0.8489, -1.5851, -1.0879], [-1.1209, -0.3880, -0.5594], [-0.1925, -2.6070, -2.7162], [-0.8693, -0.9883, -3.0809], [0.7560, -1.1240, -2.3342], [-2.1118, -0.3999, -0.0901], [-1.0013, 0.4754, -1.2239]], "nbo_charge": [-0.328, -0.272, -0.386, -0.133, 0.043, 0.256, 0.209, 0.237, 0.245, 0.257, 0.114, 0.242, 0.973, -0.264, -0.487, 0.245, 0.243, 0.215, 0.165, 0.211, 0.216], "homo_lumo_gap_ev": [6.2, 6.2], "total_charge": 2}

***

# 2
{"formula": "C9H8ClN3O3", "method": "ωB97M-V/def2-TZVPD", "symbols": ["N", "O", "O", "Cl", "C", "N", "O", "C", "C", "C", "C", "C", "N", "C", "C", "C", "H", "H", "H", "H", "H", "H", "H", "H"], "coordinates": [[-0.1740, -1.2925, 4.0608], [0.1778, 1.3703, -2.0006], [2.3083, 0.9047, -1.6192], [0.3940, 2.3136, 4.4693], [0.1328, -0.4504, 3.3007], [0.7256, 2.9426, 1.9087], [-0.6141, -1.5079, 0.1926], [0.5761, 1.9075, 2.7824], [0.9572, 2.6962, 0.6131], [0.5021, 0.5810, 2.3502], [1.0095, 1.4013, 0.1095], [0.7441, 0.3115, 0.9834], [1.1576, 1.2311, -1.2568], [-0.7093, -2.7819, -0.5089], [1.0750, 3.8956, -0.2985], [0.7471, -1.1377, 0.5196], [0.2838, -3.2282, -0.5031], [-1.0446, -2.6132, -1.5671], [-1.4607, -3.4671, -0.0315], [1.7060, 3.7123, -1.1481], [1.5010, 4.7646, 0.2054], [0.1165, 4.1784, -0.7583], [1.2307, -1.7891, 1.2771], [1.3579, -1.2423, -0.3805]], "nbo_charge": [-0.261, -0.323, -0.355, 0.064, 0.266, -0.415, -0.547, 0.260, 0.269, -0.231, 0.003, 0.112, 0.492, -0.254, -0.661, -0.105, 0.175, 0.190, 0.199, 0.229, 0.248, 0.250, 0.202, 0.195], "homo_lumo_gap_ev": 9.3, "smiles": "COCc1c(C#N)c(Cl)nc(C)c1[N+](=O)[O-]"}